No. 1
The following is a DFT calculation (the ωB97M-V functional and the def2-TZVPD basis) of one molecule with the formula C7H10.

- E_LUMO: 1.191 eV
- SMILES: C1[C@@H]2CC3(CC3)[C@H]12
- Orbital gap: 10.506 eV
- Relative energy (zero: lowest compared OMol25 entry of this formula, charge and spin): 54.7 kcal per mole
- Largest force on an atom: 0.007 hartree/bohr

Structure (ORCA input):
```
! wB97M-V def2-TZVPD RIJCOSX def2/J DEFGRID3
* xyz 0 1
C 1.66 1.10 0.10
C 1.14 0.66 -1.25
C 0.38 0.34 0.00
C -1.02 0.83 0.38
C -1.34 -0.60 0.85
C -1.07 -1.61 -0.22
C 0.08 -1.04 0.55
H 1.62 2.16 0.35
H 2.53 0.58 0.50
H 0.73 1.42 -1.90
H 1.66 -0.15 -1.76
H -1.00 1.53 1.22
H -1.65 1.23 -0.42
H -1.96 -0.83 1.71
H -1.17 -1.35 -1.27
H -1.35 -2.63 0.03
H 0.76 -1.65 1.15
*
```

No. 2
The following is a DFT calculation (the ωB97M-V functional and the def2-TZVPD basis) of one molecule with the formula C7H10 in a non-equilibrium geometry.

- E_LUMO: 0.514 eV
- SMILES: C=CC(=C)/C=C/C
- Orbital gap: 9.123 eV
- Relative energy (zero: lowest compared OMol25 entry of this formula, charge and spin): 96.9 kcal per mole
- Largest force on an atom: 0.078 hartree/bohr

Structure (ORCA input):
```
! wB97M-V def2-TZVPD RIJCOSX def2/J DEFGRID3
* xyz 0 1
C 1.61 -0.89 0.35
C 1.70 -1.98 1.17
C -0.21 -1.67 -1.17
C 0.50 -0.65 -0.59
C -0.19 0.80 -0.57
C -1.22 1.26 0.19
C -1.79 2.70 0.38
H 2.58 -0.28 0.09
H 2.57 -2.11 1.86
H 0.84 -2.64 1.12
H -1.33 -1.49 -1.13
H 0.17 -2.47 -1.85
H 0.23 1.71 -1.03
H -1.77 0.55 0.95
H -2.52 3.18 -0.34
H -0.91 3.33 0.36
H -2.21 2.81 1.39
*
```

No. 3
The following is a DFT calculation (the ωB97M-V functional and the def2-TZVPD basis) of a 2-piece molecular cluster, C7H10 overall.

- E_LUMO: 1.149 eV
- SMILES: C=C1[C@H]2C[C@@H]12.C=C
- Orbital gap: 9.685 eV
- Relative energy (zero: lowest compared OMol25 entry of this formula, charge and spin): 91.9 kcal per mole
- Largest force on an atom: 0.006 hartree/bohr

Structure (ORCA input):
```
! wB97M-V def2-TZVPD RIJCOSX def2/J DEFGRID3
* xyz 0 1
C 1.47 -1.48 0.53
C 1.52 -2.67 -0.06
C -0.29 1.50 0.12
C 0.82 2.08 0.55
C -1.33 1.44 -0.88
C -1.62 -0.02 -0.84
C -1.46 0.71 0.46
H 2.13 -0.66 0.24
H 0.75 -1.26 1.32
H 2.24 -2.88 -0.85
H 0.85 -3.48 0.23
H 1.21 1.89 1.55
H 1.36 2.78 -0.08
H -1.95 2.24 -1.28
H -0.86 -0.74 -1.15
H -2.64 -0.31 -1.10
H -2.19 0.85 1.24
*
```

No. 4
The following is a DFT calculation (the ωB97M-V functional and the def2-TZVPD basis) of one molecule with the formula C7H10 in a non-equilibrium geometry.

- E_LUMO (spin up / spin down): -0.316 / 0.486 eV
- Orbital gap (spin up / spin down): 7.375 / 9.330 eV
- Relative energy (zero: lowest compared OMol25 entry of this formula, charge and spin): 136.0 kcal per mole
- Largest force on an atom: 0.068 hartree/bohr

Structure (ORCA input):
```
! wB97M-V def2-TZVPD RIJCOSX def2/J DEFGRID3
* xyz 0 1
C 0.68 1.26 -1.27
C -0.65 1.17 -1.19
C 1.33 0.54 -0.20
C -1.08 0.01 -0.30
C 0.06 -0.03 0.61
C -0.92 -1.31 -1.24
C 0.02 0.14 2.12
H 1.10 1.99 -1.85
H 1.79 -0.45 -0.44
H 1.87 1.33 0.43
H -2.00 0.01 0.17
H -1.48 -1.43 -2.12
H -0.99 -2.15 -0.54
H 0.08 -1.37 -1.50
H 1.02 -0.32 2.21
H -0.76 -0.56 2.47
H -0.07 1.14 2.64
*
```

No. 5
The following is a DFT calculation (the ωB97M-V functional and the def2-TZVPD basis) of one molecule with the formula C7H10.

- E_LUMO: 1.147 eV
- SMILES: C#CC1(CC)CC1
- Orbital gap: 10.404 eV
- Relative energy (zero: lowest compared OMol25 entry of this formula, charge and spin): 62.2 kcal per mole
- Largest force on an atom: 0.016 hartree/bohr

Structure (ORCA input):
```
! wB97M-V def2-TZVPD RIJCOSX def2/J DEFGRID3
* xyz 0 1
C -0.98 -1.71 -0.14
C -0.58 -0.67 0.93
C 0.21 0.41 0.21
C -0.48 1.25 -0.85
C 0.01 1.89 0.40
C 1.56 -0.01 -0.14
C 2.67 -0.36 -0.44
H -2.07 -1.73 -0.28
H -0.62 -2.72 0.07
H -0.54 -1.38 -1.08
H -1.44 -0.21 1.44
H 0.04 -1.09 1.74
H -0.02 1.27 -1.83
H -1.56 1.10 -0.90
H -0.78 2.18 1.08
H 0.91 2.47 0.46
H 3.66 -0.69 -0.68
*
```

No. 6
The following is a DFT calculation (the ωB97M-V functional and the def2-TZVPD basis) of a 2-piece molecular cluster, C7H10 overall in a non-equilibrium geometry.

- E_LUMO: 1.102 eV
- Orbital gap: 10.165 eV
- Relative energy (zero: lowest compared OMol25 entry of this formula, charge and spin): 138.7 kcal per mole
- Largest force on an atom: 0.086 hartree/bohr

Structure (ORCA input):
```
! wB97M-V def2-TZVPD RIJCOSX def2/J DEFGRID3
* xyz 0 1
C -2.00 -0.38 0.01
C -1.33 0.91 -0.68
C -0.53 -0.23 -0.22
C 0.65 -0.89 -0.92
C 1.53 -0.60 0.29
C 1.40 0.88 0.74
C 0.40 -0.11 1.16
H -2.58 -1.13 -0.56
H -2.32 -0.34 1.04
H -1.70 1.12 -1.69
H -0.42 2.03 -0.39
H 0.46 -1.95 -1.12
H 1.01 -0.40 -1.83
H 2.34 -1.28 0.56
H 0.86 1.77 -0.01
H 2.13 1.32 1.43
H 0.14 -0.44 2.19
*
```

No. 7
The following is a DFT calculation (the ωB97M-V functional and the def2-TZVPD basis) of one molecule with the formula C7H10 in a non-equilibrium geometry.

- E_LUMO: 1.114 eV
- SMILES: C=CC(=C)/C=C/C
- Orbital gap: 10.316 eV
- Relative energy (zero: lowest compared OMol25 entry of this formula, charge and spin): 51.9 kcal per mole
- Largest force on an atom: 0.044 hartree/bohr

Structure (ORCA input):
```
! wB97M-V def2-TZVPD RIJCOSX def2/J DEFGRID3
* xyz 0 1
C -0.67 1.44 1.21
C -1.95 1.78 1.15
C 0.26 1.76 -0.99
C 0.16 0.95 0.08
C 0.86 -0.33 0.16
C 0.50 -1.40 -0.56
C 0.91 -2.83 -0.51
H -0.17 1.77 2.12
H -2.41 2.32 1.97
H -2.59 1.70 0.28
H -0.36 2.64 -0.96
H 0.97 1.52 -1.76
H 1.82 -0.48 0.66
H -0.30 -1.24 -1.30
H 1.53 -2.96 0.37
H 0.04 -3.50 -0.49
H 1.42 -3.13 -1.43
*
```

No. 8
The following is a DFT calculation (the ωB97M-V functional and the def2-TZVPD basis) of one molecule with the formula C7H10 in a non-equilibrium geometry.

- E_LUMO: 1.157 eV
- SMILES: C1C[C@H]2[C@@H]1[C@H]1C[C@@H]21
- Orbital gap: 9.753 eV
- Relative energy (zero: lowest compared OMol25 entry of this formula, charge and spin): 143.8 kcal per mole
- Largest force on an atom: 0.078 hartree/bohr

Structure (ORCA input):
```
! wB97M-V def2-TZVPD RIJCOSX def2/J DEFGRID3
* xyz 0 1
C -0.71 -0.04 1.57
C -0.73 -1.08 0.50
C -1.46 0.23 0.30
C -0.54 0.58 -0.90
C 0.80 1.32 -0.55
C 1.52 -0.15 -0.49
C 0.22 -0.81 -0.69
H -1.34 -0.27 2.43
H 0.21 0.47 1.83
H -1.15 -2.07 0.65
H -2.54 0.41 0.32
H -1.06 0.89 -1.81
H 0.76 1.92 0.36
H 1.17 1.99 -1.36
H 2.29 -0.24 -1.25
H 1.87 -1.31 0.05
H 0.71 -1.83 -0.95
*
```

No. 9
The following is a DFT calculation (the ωB97M-V functional and the def2-TZVPD basis) of one molecule with the formula C7H10.

- E_LUMO: 1.155 eV
- SMILES: C#CC1(CC)CC1
- Orbital gap: 10.455 eV
- Relative energy (zero: lowest compared OMol25 entry of this formula, charge and spin): 71.6 kcal per mole
- Largest force on an atom: 0.018 hartree/bohr

Structure (ORCA input):
```
! wB97M-V def2-TZVPD RIJCOSX def2/J DEFGRID3
* xyz 0 1
C 1.88 0.80 0.38
C 1.01 -0.46 0.13
C -0.55 -0.22 -0.11
C -1.27 -1.19 -1.03
C -1.52 -1.25 0.44
C -0.86 1.19 -0.10
C -0.65 2.37 0.00
H 2.67 0.92 -0.36
H 2.33 0.82 1.38
H 1.25 1.69 0.31
H 1.39 -0.99 -0.74
H 1.09 -1.13 0.99
H -2.07 -0.84 -1.67
H -0.64 -1.96 -1.48
H -1.07 -2.06 1.01
H -2.50 -0.93 0.80
H -0.47 3.42 0.09
*
```

No. 10
The following is a DFT calculation (the ωB97M-V functional and the def2-TZVPD basis) of one molecule with the formula C7H10.

- E_LUMO: 1.011 eV
- SMILES: C=C(C)[C@H]1CC1=C
- Orbital gap: 9.570 eV
- Relative energy (zero: lowest compared OMol25 entry of this formula, charge and spin): 77.6 kcal per mole
- Largest force on an atom: 0.017 hartree/bohr

Structure (ORCA input):
```
! wB97M-V def2-TZVPD RIJCOSX def2/J DEFGRID3
* xyz 0 1
C -1.12 1.25 0.08
C -0.81 -0.17 -0.32
C -1.66 -0.92 -1.01
C 0.56 -0.73 -0.28
C 1.74 0.07 -0.75
C 1.52 -0.20 0.68
C 1.20 -0.15 1.96
H -2.19 1.43 0.02
H -0.79 1.55 1.08
H -0.61 1.91 -0.63
H 0.19 -0.54 2.10
H -1.41 -1.95 -1.25
H -2.52 -0.46 -1.48
H 0.61 -1.81 -0.44
H 1.53 1.09 -1.09
H 2.48 -0.45 -1.35
H 1.73 0.19 2.84
*
```

No. 11
The following is a DFT calculation (the ωB97M-V functional and the def2-TZVPD basis) of C7H10 as an isolated structure in a non-equilibrium geometry.

- E_LUMO: 0.655 eV
- Orbital gap: 9.238 eV
- Relative energy (zero: lowest compared OMol25 entry of this formula, charge and spin): 155.9 kcal per mole
- Largest force on an atom: 0.066 hartree/bohr

Structure (ORCA input):
```
! wB97M-V def2-TZVPD RIJCOSX def2/J DEFGRID3
* xyz 0 1
C -1.99 -0.38 -0.06
C -1.41 0.86 -0.68
C -0.51 -0.04 0.05
C 0.47 -0.85 -0.70
C 1.52 -0.67 0.40
C 1.74 0.80 0.65
C 0.49 0.17 1.17
H -2.18 -1.23 -0.71
H -2.65 -0.36 0.82
H -0.80 0.66 -1.93
H -1.71 1.77 -0.12
H 0.26 -1.83 -1.12
H 0.16 -0.01 -2.22
H 2.18 -1.42 0.83
H 1.70 1.48 -0.19
H 2.52 1.02 1.39
H 0.27 0.07 2.23
*
```

No. 12
The following is a DFT calculation (the ωB97M-V functional and the def2-TZVPD basis) of C7H10 as an isolated structure.

- E_LUMO (spin up / spin down): 0.324 / 0.313 eV
- Orbital gap (spin up / spin down): 8.261 / 8.241 eV
- Relative energy (zero: lowest compared OMol25 entry of this formula, charge and spin): 148.1 kcal per mole
- Largest force on an atom: 0.007 hartree/bohr

Structure (ORCA input):
```
! wB97M-V def2-TZVPD RIJCOSX def2/J DEFGRID3
* xyz 0 1
C -0.34 1.36 -0.60
C -0.77 0.76 0.76
C -1.11 -0.52 0.41
C 0.28 -1.08 0.23
C 0.98 -0.80 1.56
C 0.70 0.65 1.21
C 0.86 0.39 -0.31
H -0.99 1.19 -1.46
H 0.02 2.40 -0.58
H -2.24 -0.66 -2.81
H -1.51 -0.78 -2.81
H -1.90 -0.71 -0.31
H 0.42 -2.01 -0.32
H 0.51 -1.23 2.46
H 2.05 -1.03 1.54
H 1.16 1.51 1.69
H 1.84 0.50 -0.81
*
```